C18H18N4OS | ωB97M-V/def2-TZVPD

Structure (XYZ):
```
42
Properties=species:S:1:pos:R:3:forces:R:3
C 0.59920 -8.38130 -1.36597 -1.7 -0.1 2.3
C 0.50166 -7.02172 -0.86857 -0.2 4.0 1.1
C 0.58125 -5.86899 -0.41474 -0.7 -4.7 -1.4
C 0.77281 -4.78389 0.45049 -1.5 2.7 -0.2
C 1.78097 -4.79685 1.37224 0.6 -1.0 0.5
N 2.05220 -3.80023 2.17411 -0.6 1.8 1.0
C 1.31086 -2.68041 2.10261 -0.3 0.0 -0.1
C 0.25747 -2.47691 1.18212 0.3 -1.0 0.2
C -0.50481 -1.25800 0.83663 1.3 2.3 -1.5
C 0.18450 -0.08870 0.38648 -2.2 -1.5 -0.5
C -0.74184 0.88185 -0.32107 0.1 -2.4 3.4
C -0.25981 2.24705 -0.68069 0.0 0.3 -0.7
C 0.07124 2.16904 -2.18560 -1.5 0.1 0.7
C 0.96371 2.74401 0.06550 0.4 -0.2 0.2
C 0.96706 4.25553 0.10299 3.7 2.0 1.2
O 2.06235 4.86282 0.16860 -2.6 -1.0 -0.5
N -0.21000 4.96391 0.36330 -0.6 0.9 -0.4
C -0.29293 6.43554 0.50287 0.6 -1.3 0.0
C -1.39005 4.35783 0.03603 0.4 -6.1 -1.5
N -2.62999 4.84640 0.31595 0.5 1.1 -0.3
N -1.37665 3.13766 -0.49351 -1.7 2.2 0.8
C -2.06407 0.42134 -0.26058 2.2 -0.7 -0.5
S -2.18858 -1.24222 0.27348 1.2 1.1 1.0
C -0.01301 -3.58396 0.41893 0.2 -1.7 -1.0
H 1.60329 -8.55364 -1.16768 2.0 -1.2 0.3
H -0.05096 -9.07489 -0.71750 0.9 0.9 -1.3
H 0.47317 -8.48407 -2.40050 -0.7 -0.2 -1.4
H 2.31945 -5.71937 1.57202 0.3 0.1 -0.4
H 1.45017 -1.94535 2.87521 0.5 0.3 0.1
H 1.30853 -0.14017 0.38340 -1.4 0.6 0.1
H 0.93716 1.58970 -2.42112 0.7 -0.3 0.0
H 0.14147 3.19774 -2.46826 0.3 0.5 -0.9
H -0.81843 1.68214 -2.60399 0.3 0.4 -0.5
H 1.93432 2.29527 -0.26634 -0.8 1.0 -0.3
H 1.01399 2.47661 1.11681 -0.7 -0.1 0.5
H 0.64539 6.70088 0.90130 1.0 0.7 0.8
H -1.11181 6.63815 1.19918 0.3 0.4 -0.4
H -0.33367 6.91998 -0.46574 -0.6 0.1 -0.1
H -3.36335 4.20262 0.07787 0.0 0.0 0.2
H -2.75287 5.48701 1.07475 -0.2 0.1 0.0
H -2.96968 0.88642 -0.60148 0.0 0.3 0.0
H -0.85972 -3.49885 -0.24955 0.1 -0.4 -0.3
```
Positions in Å, forces in eV/Å.

E_LUMO, eV: 0.5
SMILES: CC#Cc1cncc(-c2cc([C@]3(C)CC(=O)N(C)C(N)=N3)cs2)c1
Gap between HOMO and LUMO, hartree: 0.322
HOMO energy, eV: -8.280

So, what does the natural (NBO) scheme give us? The charges, in e, come out as: -0.68, 0.07, -0.06, -0.15, 0.06, -0.41, 0.05, -0.11, -0.20, -0.25, -0.02, 0.07, -0.59, -0.50, 0.70, -0.59, -0.46, -0.40, 0.60, -0.81, -0.60, -0.38, 0.40, -0.12, 0.24, 0.24, 0.24, 0.19, 0.19, 0.23, 0.21, 0.21, 0.22, 0.25, 0.25, 0.24, 0.20, 0.21, 0.42, 0.39, 0.25, 0.22

---

C18H18N4SbSe4W | ωB97M-V/def2-TZVPD

Structure (XYZ):
```
46
Properties=species:S:1:pos:R:3:forces:R:3
W 0.24501 -0.08568 -0.25945 -0.2 0.1 0.1
C 0.19785 2.53106 1.31531 0.0 0.0 0.0
N -0.66730 1.85046 0.30950 0.1 -0.1 -0.2
C -2.06373 1.79926 0.86257 -0.1 0.0 0.0
C -2.46069 0.43063 1.29443 0.0 -0.1 0.1
C -3.64212 0.25166 1.99049 0.0 0.0 0.0
C -3.98788 -1.01542 2.42444 0.0 0.0 0.0
C -3.10663 -2.05915 2.17820 0.0 0.0 0.0
C -1.94505 -1.80636 1.48452 -0.1 0.0 0.1
N -1.62754 -0.58232 1.00573 0.2 0.1 -0.1
C -0.72660 2.61218 -0.98651 0.0 0.0 0.0
C -1.55749 1.76531 -1.90711 0.0 0.0 0.0
C -2.37822 2.27970 -2.88574 0.0 0.0 -0.1
C -3.15793 1.40562 -3.63516 0.0 0.0 0.0
C -3.09974 0.04711 -3.35932 0.0 0.0 0.0
C -2.24579 -0.39843 -2.37098 0.0 -0.1 0.0
N -1.47957 0.44163 -1.65730 0.1 -0.1 0.1
C 1.61665 2.48416 0.87335 0.1 0.0 0.0
C 2.54203 3.42650 1.27365 0.0 0.0 0.0
C 3.86006 3.28942 0.86613 0.0 0.0 0.0
C 4.19363 2.22039 0.04825 0.0 -0.1 0.0
C 3.20888 1.33285 -0.33149 0.1 0.1 0.0
N 1.93322 1.44841 0.07618 -0.3 -0.1 0.1
H 0.07819 2.00286 2.26500 0.0 0.0 0.0
H -0.14212 3.55944 1.45305 0.0 0.0 0.0
H -2.76349 2.16934 0.11465 0.0 0.0 0.0
H -2.12319 2.47973 1.71242 0.0 0.0 0.0
H -4.27498 1.10510 2.19889 0.0 0.0 0.0
H -4.91053 -1.18082 2.96517 0.0 0.0 0.0
H -3.30384 -3.06223 2.52980 0.0 0.0 0.0
H -1.23652 -2.59874 1.31453 0.0 0.0 0.0
H 0.28274 2.76624 -1.36855 0.0 0.0 0.0
H -1.18109 3.58958 -0.81384 0.0 0.0 0.0
H -2.41812 3.34814 -3.05492 0.0 0.0 0.0
H -3.81094 1.78377 -4.41102 0.0 0.0 0.0
H -3.70116 -0.66553 -3.90613 0.0 0.0 0.0
H -2.16008 -1.45244 -2.14994 0.0 0.0 0.0
H 2.23396 4.25429 1.89906 0.0 0.0 0.0
H 4.60843 4.00915 1.17121 0.0 0.0 0.0
H 5.20375 2.07508 -0.30863 0.0 0.0 0.0
H 3.45049 0.51087 -0.98770 0.0 0.0 0.0
Se 4.51913 -2.97968 -0.74963 -0.3 0.1 0.0
Sb 2.28351 -2.37396 -0.69023 -0.2 -0.2 -0.1
Se 1.31188 -1.14949 1.55413 0.2 -0.1 0.0
Se 1.33636 -0.31880 -2.33980 0.1 0.1 0.1
Se -0.09030 -2.84180 -0.97552 0.3 0.1 0.0
```
Positions in Å, forces in eV/Å.

E_LUMO (spin up / spin down), eV: -11.6 / -11.7
Gap between HOMO and LUMO (spin up / spin down), hartree: 0.220 / 0.214
Total charge: +3
HOMO energy (spin up / spin down), eV: -17.595 / -17.523

So, what does the natural (NBO) scheme give us? The charges, in e, come out as: 0.65, -0.27, -0.42, -0.27, 0.21, -0.22, -0.07, -0.21, 0.06, -0.53, -0.27, 0.19, -0.21, -0.07, -0.21, 0.09, -0.53, 0.20, -0.20, -0.07, -0.20, 0.07, -0.50, 0.26, 0.26, 0.26, 0.26, 0.26, 0.27, 0.27, 0.24, 0.26, 0.26, 0.27, 0.27, 0.28, 0.23, 0.26, 0.27, 0.27, 0.22, -0.05, 1.05, 0.14, 0.14, -0.15

---

C18H18N6O4RuS3 | ωB97M-V/def2-TZVPD

Structure (XYZ):
```
50
Properties=species:S:1:pos:R:3:forces:R:3
Ru 0.11230 0.56218 -0.43854 -0.6 -0.2 0.0
C 1.85210 -0.57885 4.25723 0.0 0.0 0.0
S 3.02525 0.28737 3.19102 -0.1 0.0 -0.1
C 2.18520 0.40045 1.69468 0.2 0.0 -0.1
S 0.61482 -0.42286 1.44687 0.2 0.2 0.0
N 2.79393 1.00157 0.71472 -0.1 -0.1 0.1
N 2.03152 1.05302 -0.42308 0.3 0.1 0.0
C 2.53012 1.56620 -1.49231 -0.1 0.0 0.0
C 1.66504 1.53245 -2.66392 0.0 0.0 0.1
C 2.05004 1.95690 -3.92142 0.0 0.0 0.0
C 1.15417 1.81751 -4.97407 0.0 0.0 0.0
C -0.08648 1.24712 -4.73846 0.0 0.0 0.0
C -0.40914 0.83517 -3.45443 0.0 0.0 -0.1
N 0.44103 0.98910 -2.44392 0.2 0.1 0.1
H 2.35037 -0.62508 5.22395 0.0 0.0 0.0
H 1.66919 -1.59246 3.90987 0.0 0.0 0.0
H 0.92650 -0.01892 4.36723 0.0 0.0 0.0
H 3.53875 1.96297 -1.49981 0.0 0.0 0.0
H 3.03420 2.37921 -4.07088 0.0 0.0 0.0
H 1.42566 2.14700 -5.96769 0.0 0.0 0.0
H -0.80919 1.12501 -5.53233 0.0 0.0 0.0
H -1.36460 0.38282 -3.22364 0.0 0.0 0.0
O -1.92445 0.21288 -0.45536 0.0 -0.1 -0.1
C -2.80654 1.01839 -0.10410 0.0 0.1 0.0
C -2.61211 2.37968 0.26804 0.0 0.0 0.0
C -3.74491 3.10884 0.67012 0.0 0.1 0.0
C -3.60887 4.43052 0.98538 0.0 0.0 0.0
C -2.38252 5.08772 0.89427 0.0 0.0 0.0
C -1.26742 4.39523 0.47968 0.0 0.0 0.0
C -1.35725 3.03211 0.17658 0.0 0.0 0.0
O -0.23400 2.42863 -0.19703 0.1 0.0 0.0
N -4.80274 5.18765 1.42338 0.0 0.0 0.0
O -5.84646 4.57701 1.47054 0.0 0.0 0.0
O -4.63546 6.35210 1.69918 0.0 0.0 0.0
H -3.83256 0.63932 -0.09952 0.0 0.0 0.0
H -4.72000 2.64317 0.73621 0.0 0.0 0.0
H -2.33063 6.13773 1.14796 0.0 0.0 0.0
H -0.30578 4.88093 0.39278 0.0 0.0 0.0
S 0.02302 -1.69102 -1.33162 -0.2 0.0 0.1
C 1.51266 -2.52774 -1.29945 0.2 -0.1 -0.1
N 1.60112 -3.76561 -1.76827 0.0 0.1 0.0
C 2.95528 -4.32008 -1.66449 0.0 0.0 0.0
C 3.73012 -3.16882 -0.98886 0.0 0.0 0.0
N 2.70304 -2.12154 -0.86603 0.0 0.0 0.1
H 0.82553 -4.24755 -2.19186 0.0 0.0 0.0
H 3.34834 -4.56084 -2.64978 0.0 0.0 0.0
H 2.94782 -5.22261 -1.05721 0.0 0.0 0.0
H 4.55508 -2.81235 -1.60164 0.0 0.0 0.0
H 4.11196 -3.44682 -0.00867 0.0 0.0 0.0
H 2.84717 -1.27447 -0.34649 0.0 0.1 0.0
```
Positions in Å, forces in eV/Å.

E_LUMO (spin up / spin down), eV: -8.6 / -8.6
Gap between HOMO and LUMO (spin up / spin down), hartree: 0.221 / 0.221
Total charge: +2
HOMO energy (spin up / spin down), eV: -14.623 / -14.623

So, what does the natural (NBO) scheme give us? The charges, in e, come out as: 0.73, -0.76, 0.46, -0.11, 0.30, -0.33, -0.20, 0.13, 0.12, -0.18, -0.11, -0.20, 0.09, -0.39, 0.27, 0.24, 0.24, 0.25, 0.26, 0.26, 0.26, 0.24, -0.57, 0.47, -0.29, -0.09, 0.00, -0.11, -0.20, 0.38, -0.59, 0.53, -0.35, -0.33, 0.19, 0.27, 0.28, 0.24, 0.03, 0.34, -0.54, -0.23, -0.23, -0.57, 0.44, 0.23, 0.23, 0.23, 0.23, 0.42

---

C18H18NO3Yb | ωB97M-V/def2-TZVPD

Structure (XYZ):
```
41
Properties=species:S:1:pos:R:3:forces:R:3
O -4.15804 -1.70575 -1.66777 6.5 1.2 5.3
C -3.16577 -1.53569 -0.78859 -4.1 -0.3 -2.2
C -1.55580 -1.81150 -1.14790 -0.2 -0.5 1.1
N -0.98193 -0.77759 -2.10482 1.6 -1.7 0.7
C 0.46953 -1.25264 -2.32303 -1.3 0.1 -1.1
C 1.55031 -0.00700 -2.18221 -0.8 1.7 0.7
C 2.26385 -0.16176 -0.68954 -0.6 1.6 2.0
C 2.72424 1.26546 -0.02445 1.1 3.3 1.7
C 4.31953 1.62796 0.31756 -2.5 2.4 0.9
C 4.76079 3.04846 1.03016 -5.1 -0.8 -0.9
C 3.53760 4.12480 1.39183 -1.1 -3.5 -1.7
C 1.94183 3.77963 1.04679 2.7 -3.1 -1.1
C 1.52471 2.34879 0.34634 4.4 0.6 0.8
C 0.59965 -2.07834 -3.75244 -0.5 -3.2 -6.4
O 0.00785 -1.73612 -4.90128 3.0 -0.9 7.4
O 1.41271 -3.33355 -3.74093 -1.8 6.5 2.1
C -3.43851 -1.07464 0.79587 0.1 0.3 2.7
C -4.27856 0.27839 1.22631 2.0 -3.1 3.1
C -4.40443 0.59620 2.86073 2.2 -3.4 -1.4
C -3.68703 -0.42168 3.97659 0.4 -1.0 -3.4
C -2.86304 -1.79029 3.53897 -1.9 2.9 -4.1
C -2.75047 -2.09553 1.92806 -1.6 3.1 1.5
H -1.37289 -2.90956 -1.53112 -0.8 2.0 0.6
H -0.91465 -1.71167 -0.14608 -1.7 -0.1 -2.0
H -1.50517 -0.76598 -3.00846 0.8 -0.3 0.7
H 0.78146 -2.03480 -1.47896 -1.2 1.3 -1.3
H 2.41173 -0.12111 -2.99997 -2.2 2.6 0.6
H 1.05562 1.05751 -2.24040 1.0 -2.4 -0.1
H 3.14297 -0.96766 -0.72723 -1.0 2.9 2.3
H 1.45891 -0.63312 0.05466 1.6 1.0 -1.7
H 5.16591 0.84201 0.08097 -2.0 1.7 0.5
H 5.87072 3.30755 1.29582 -2.4 -0.7 -0.6
H 3.76816 5.14963 1.91579 -0.4 -2.3 -1.2
H 1.06302 4.52903 1.27991 2.2 -1.6 -0.4
H 0.41421 2.03589 0.10416 2.4 0.9 0.6
H -4.74695 0.96416 0.39252 1.0 -1.6 2.0
H -4.99991 1.55133 3.21760 1.4 -2.3 -0.8
H -3.73974 -0.19734 5.13241 0.0 -0.3 -2.7
H -2.33477 -2.52813 4.27781 -1.3 1.8 -1.4
H -2.15376 -3.06132 1.56796 -1.5 2.3 0.8
Yb 2.80613 -1.79403 -2.32363 1.8 -7.1 -3.4
```
Positions in Å, forces in eV/Å.

E_LUMO, eV: -5.1
Gap between HOMO and LUMO, hartree: 0.217
Total charge: +1
HOMO energy, eV: -10.987

So, what does the natural (NBO) scheme give us? The charges, in e, come out as: -0.49, 0.55, -0.32, -0.61, -0.18, -0.44, -0.46, -0.08, -0.23, -0.20, -0.18, -0.20, -0.23, 0.62, -0.55, -0.81, -0.15, -0.19, -0.22, -0.21, -0.23, -0.24, 0.22, 0.20, 0.43, 0.19, 0.13, 0.35, 0.10, 0.29, 0.23, 0.26, 0.26, 0.26, 0.25, 0.26, 0.25, 0.25, 0.25, 0.23, 1.63

---

C18H18O6S | ωB97M-V/def2-TZVPD

Structure (XYZ):
```
43
Properties=species:S:1:pos:R:3:forces:R:3
C -2.53190 1.09066 0.21966 2.7 -5.1 -3.3
H -2.81105 1.35255 1.10039 -0.7 1.8 6.5
O -1.26619 1.49754 -0.21974 3.5 0.0 2.4
C -0.10779 1.09346 0.63954 -0.5 -0.3 -0.9
C -0.00995 0.20993 1.70393 -10.4 0.4 0.1
C 0.94347 -0.13777 2.56494 0.8 0.1 -0.1
C 2.15740 0.45213 2.27102 4.1 -2.7 -1.8
C 2.31495 1.05998 1.00665 -4.6 -0.4 3.3
C 1.17556 1.45913 0.34181 -0.6 2.8 -2.5
O 1.27285 2.44484 -0.77172 0.0 -2.7 0.8
S 1.55056 1.55826 -2.09437 10.7 5.2 -3.6
O 2.75390 0.58874 -1.78090 -5.1 2.5 -0.7
O 2.20228 2.79131 -3.08250 -3.8 -5.1 3.6
C 0.13966 0.76642 -2.58437 2.4 -3.1 -0.5
C 0.36722 -0.65699 -2.39678 -9.1 5.8 -2.0
C -0.88176 -1.28300 -2.48847 2.9 -2.6 -2.7
C -1.89519 -0.58041 -3.07515 -4.5 -9.1 0.2
C -2.01611 0.71317 -3.21319 -10.3 -1.0 -3.3
C -0.96812 1.36786 -3.15344 7.2 8.7 3.6
C -1.05577 2.95960 -3.08980 2.7 -5.7 1.0
H -1.79533 3.15593 -3.66059 -5.5 1.9 -3.4
H -0.22999 3.28148 -3.53972 3.6 1.7 -1.9
H -1.04683 3.33666 -2.15293 -0.5 0.9 3.1
H -3.05515 1.16731 -3.52699 2.2 -0.8 0.5
H -2.85500 -1.58817 -3.41033 2.4 3.8 1.0
C -0.82644 -2.82881 -2.46457 0.7 0.4 4.1
H -0.05434 -2.96421 -1.49628 -2.0 -0.4 -2.6
H -0.46483 -3.44090 -3.31008 -0.1 0.9 0.2
H -1.82847 -3.17535 -2.12434 0.7 -0.2 -0.3
H 1.17734 -0.91862 -1.98774 6.2 -2.7 2.8
H 3.15437 1.44374 0.67766 4.3 1.5 -1.5
H 3.13230 -0.08685 2.62023 -1.7 1.6 0.1
C 0.66903 -1.12818 3.55739 2.3 -2.1 5.3
C 1.77592 -1.56297 4.42905 -15.8 -2.3 -0.6
C 1.35053 -2.52468 5.50736 -5.3 -2.5 -2.2
O -0.00306 -3.04715 5.65383 8.6 3.4 -0.1
O 2.45943 -3.04348 6.09552 -4.6 -0.5 4.0
H 1.91904 -3.38002 6.99232 2.5 0.4 -2.9
H 2.66348 -1.38749 4.35694 10.0 2.3 -1.0
H -0.43695 -1.52329 3.88745 3.1 1.0 -1.2
H -1.24539 -0.00856 2.06362 3.7 -0.2 -0.8
H -3.30998 1.54255 -0.28644 -1.2 0.5 -2.5
H -2.48370 -0.06636 0.22112 -1.0 1.7 -0.4
```
Positions in Å, forces in eV/Å.

E_LUMO, eV: -1.3
Gap between HOMO and LUMO, hartree: 0.290
HOMO energy, eV: -9.194

So, what does the natural (NBO) scheme give us? The charges, in e, come out as: -0.23, 0.17, -0.50, 0.23, -0.17, -0.18, -0.16, -0.21, 0.30, -0.66, 2.13, -0.89, -0.86, -0.37, -0.08, -0.07, -0.08, -0.26, 0.07, -0.60, 0.20, 0.24, 0.23, 0.23, 0.19, -0.63, 0.21, 0.24, 0.22, 0.23, 0.24, 0.22, -0.04, -0.29, 0.72, -0.68, -0.65, 0.52, 0.18, 0.29, 0.20, 0.20, 0.17

---

C18H19AgAsBF5N6S | ωB97M-V/def2-TZVPD

Structure (XYZ):
```
52
Properties=species:S:1:pos:R:3:forces:R:3
Ag 1.04452 -0.54309 -0.07119 -0.1 0.0 0.0
C 3.50840 3.76376 1.84699 0.0 -0.8 -0.5
C 3.03461 3.71778 3.13310 -1.1 -0.4 3.0
N 1.72234 3.35239 3.20383 2.1 0.6 1.3
N 1.37898 3.11202 1.97738 0.5 -0.3 -2.7
C 2.43764 3.30497 1.11113 -0.6 0.4 1.4
B -0.03166 2.61252 1.64868 0.0 -0.5 -1.3
N -0.35340 1.23680 2.31114 -0.5 1.7 2.6
C -0.90038 1.18597 3.57948 0.2 -1.2 -1.5
C -1.18895 -0.15753 3.80479 -0.4 0.4 2.6
C -0.70430 -0.85461 2.70747 0.0 0.4 0.5
N -0.19638 0.02766 1.88367 1.1 -1.4 -3.3
N -0.08750 2.54328 0.02571 -0.4 0.5 1.1
C -0.53222 3.56359 -0.72370 -0.1 0.0 -0.2
C -0.25668 3.33503 -2.05524 -0.2 1.4 -0.9
C 0.47150 2.15316 -2.01106 0.0 -1.8 -0.7
N 0.51993 1.64240 -0.76532 0.3 0.3 -0.6
H 4.52482 3.90926 1.52186 -0.1 0.1 -0.1
H 3.55300 3.74000 4.10831 -0.2 0.6 -0.8
H 2.41353 3.07514 0.09648 -0.4 -0.2 -1.4
H -0.89961 3.35036 2.04263 0.2 0.2 -0.2
H -0.90699 2.06396 4.18565 -0.4 0.3 0.2
H -1.58912 -0.54901 4.77118 0.3 0.3 -1.2
H -0.64378 -1.90008 2.47949 -0.1 -0.2 0.0
H -0.94348 4.44900 -0.31014 -0.5 0.3 0.6
H -0.55181 4.03821 -2.90506 0.7 -1.4 1.3
H 0.87387 1.54548 -2.83957 -0.2 0.5 0.6
C -2.91733 0.15437 -0.04631 -0.3 1.4 2.3
As -3.18677 -1.17772 -1.41926 -0.6 0.5 -0.1
C -2.45214 -0.13536 -2.93082 -0.2 -2.2 0.4
C -1.92719 -2.67185 -1.17346 0.6 1.0 -1.4
S -5.23891 -1.66249 -1.55572 0.7 0.0 0.0
H -1.88974 0.45664 0.30441 -0.8 -0.8 -0.9
H -3.44831 -0.13024 0.91996 0.5 0.0 -1.3
H -3.41868 1.12188 -0.34349 0.4 -1.2 -0.1
H -2.67447 -0.65542 -3.86929 0.4 0.1 0.2
H -1.41816 -0.14544 -2.62186 0.6 0.3 -0.6
H -2.85591 0.83728 -2.96566 -0.5 1.1 0.3
H -0.91627 -2.20272 -1.10130 -0.7 -0.5 0.4
H -1.90721 -3.27615 -2.09345 -0.2 0.3 0.1
H -2.17978 -3.34822 -0.38113 -0.1 0.1 0.7
F 0.75326 -3.56772 1.14977 0.5 -0.4 -1.1
C 1.32979 -3.68712 -0.12542 -1.0 0.3 1.3
C 1.61403 -2.50190 -0.78875 -0.4 -0.5 1.4
C 2.19297 -2.73674 -1.97593 1.4 1.6 -2.5
F 2.55899 -1.67181 -2.81836 -0.4 -0.8 0.8
C 2.50040 -3.96496 -2.49475 -0.3 -2.5 -1.5
F 3.04209 -4.23500 -3.73284 -0.2 1.0 0.9
C 2.04445 -5.11433 -1.85497 0.1 -1.0 0.6
F 2.20585 -6.37123 -2.36805 0.1 1.1 0.1
C 1.45342 -4.99674 -0.60948 0.0 1.3 0.6
F 1.03878 -6.03542 0.13843 0.2 0.1 -0.5
```
Positions in Å, forces in eV/Å.

E_LUMO, eV: 2.7
Gap between HOMO and LUMO, hartree: 0.316
Total charge: -1
HOMO energy, eV: -5.895

So, what does the natural (NBO) scheme give us? The charges, in e, come out as: 0.73, -0.36, -0.10, -0.27, -0.33, -0.06, 0.59, -0.32, -0.04, -0.35, -0.07, -0.35, -0.31, -0.02, -0.37, -0.06, -0.38, 0.22, 0.19, 0.21, -0.05, 0.23, 0.22, 0.23, 0.22, 0.23, 0.22, -1.03, 1.42, -0.93, -0.96, -0.73, 0.27, 0.25, 0.25, 0.23, 0.23, 0.24, 0.25, 0.24, 0.25, -0.36, 0.29, -0.54, 0.34, -0.36, 0.22, -0.32, 0.27, -0.31, 0.25, -0.30

---

So what do the calculations give for largest force on an atom? Going down the list: 0.12158; 0.00624; 0.01200; 0.16556; 0.31070; 0.07366 Eh/bohr.
So what do the calculations give for E? Going down the list: -1389.04563; -10827.87673; -2615.08200; -2134.76683; -1545.78053; -4331.02990 a.u..